1.
Below is C26H74O12Sr as an isolated structure at a distorted geometry, with properties calculated with ωB97M-V with the def2-TZVPD basis set.

charge	0
energy	-1968.5871	a.u.
LUMO	0.024	hartree
max |F|	0.0683	Eh/bohr
HOMO-LUMO gap	8.761	eV

Geometry as XYZ:
```
113
C26H74O12Sr (ωB97M-V with the def2-TZVPD basis set)
H 1.98 3.25 -1.84
H -1.50 2.58 1.54
H -0.39 -0.63 -3.13
H -0.84 1.90 -2.94
H -4.69 -3.16 -3.79
H 4.17 -4.81 0.71
C -0.54 6.12 1.99
C -2.75 2.95 -2.70
H 3.27 -3.96 -0.74
O -1.40 -1.80 0.47
C 4.96 -0.52 -2.19
H -3.15 3.79 3.11
H -2.83 -0.82 1.56
C 3.15 -3.12 1.21
C -3.01 1.67 2.58
H -3.84 2.72 -2.56
H -3.99 -3.70 -1.35
H 0.53 6.22 1.62
H -2.87 0.53 -1.59
H 3.19 -3.56 2.23
H -2.26 -3.66 2.57
H 3.31 0.70 -0.12
H -2.31 5.12 1.35
H 0.42 -1.17 4.24
C 3.14 2.53 0.83
O 1.40 -1.01 -1.07
H 4.90 -1.35 -2.89
H 3.15 3.08 -0.12
H 1.34 4.85 -3.39
H 4.56 1.90 2.23
C -4.74 -2.43 -3.00
H 1.18 0.10 -3.60
H -3.71 0.92 2.29
H -2.31 1.17 -3.85
O 4.18 -0.81 -1.05
H 1.60 4.51 -0.80
H 2.38 -4.76 0.37
H 5.94 -0.47 -1.79
H -2.48 3.54 -1.84
C 2.42 -0.50 3.97
H 1.86 -2.06 0.03
C 0.56 4.38 -2.79
C 0.68 -3.06 -2.19
C -1.27 5.19 1.07
C 3.30 -4.24 0.27
O 1.92 -2.55 0.93
H -4.08 3.33 1.78
H 1.10 -1.41 2.01
H -0.22 3.66 0.35
H -5.13 -2.36 -0.86
H 2.64 -0.24 4.97
C 1.09 3.78 -1.54
O 0.68 -0.55 2.36
H 0.31 -6.03 0.88
C 0.63 -0.84 -3.45
C -1.91 1.67 -2.93
H 5.42 1.02 -3.59
H -3.15 1.09 4.71
H -1.02 7.12 1.95
H 0.47 -3.48 -3.18
H 3.70 0.65 -3.58
O -0.61 3.88 1.23
O -2.00 1.73 1.60
H 0.80 -3.55 0.70
H -0.48 5.79 3.04
C 4.58 0.77 -2.94
H 3.94 -2.33 1.03
H 2.20 3.00 1.24
H -0.97 -2.69 0.67
H -1.80 2.16 4.27
H 0.51 0.52 4.06
C -3.80 3.00 2.77
H -5.60 -1.85 -3.24
H 3.03 0.20 3.36
H 5.27 3.04 1.03
H -4.66 2.86 3.41
H -2.16 -5.68 0.75
H -2.82 3.60 -3.54
C 1.33 -1.67 -2.28
H 0.10 3.66 -3.41
O 2.75 1.16 0.50
H -2.78 -1.96 -2.89
C 0.93 -0.44 3.68
O -1.96 0.67 -1.89
H 4.35 1.68 -2.39
H -0.21 5.14 -2.55
Sr 0.07 0.57 0.16
H -0.29 -2.97 -1.54
H 2.77 -1.50 3.72
H -3.49 -2.45 3.10
H 0.64 -1.31 -4.40
H -1.29 5.60 0.02
H -1.89 -4.69 -0.70
H -1.75 0.44 3.88
C -2.39 1.29 3.91
H -1.68 -2.04 3.21
O 0.23 2.94 -0.80
H -3.40 -2.26 0.66
H 3.20 -0.81 -1.26
C -2.62 -1.87 1.32
O -0.02 -4.07 0.90
H -5.63 -3.85 -1.84
H 2.34 -1.79 -2.73
O -3.62 -1.57 -3.19
H 4.21 3.66 2.29
H -1.73 -6.45 -0.75
H 1.41 -3.71 -1.69
C -4.85 -3.10 -1.65
C -2.45 -2.58 2.71
H 0.41 -5.11 -0.84
C -0.06 -5.23 0.15
C 4.36 2.77 1.61
C -1.57 -5.55 -0.16
```

---

2.
Below is a 11-piece molecular cluster, C26H74O18 overall at a distorted geometry, with properties calculated with ωB97M-V with the def2-TZVPD basis set.

charge	0
energy	-2389.2320	a.u.
LUMO	-0.003	hartree
structure (SMILES)	CC(C)O.CC(C)O.CC(C)O.CC(C)O.OCCO.OCCO.OCCO.OCCO.OCCO.OCCO.OCCO
max |F|	0.0342	Eh/bohr
HOMO-LUMO gap	9.191	eV
energy above the lowest of the compared OMol25 structures with the same formula, charge and spin	0.000	eV

Geometry as XYZ:
```
118
C26H74O18 (ωB97M-V with the def2-TZVPD basis set)
H -0.91 -0.46 3.63
H -4.01 0.91 -5.96
H 1.04 -3.28 4.10
H 0.71 -3.70 -0.94
H -2.10 2.52 -3.13
H -2.08 4.14 2.63
C -0.21 -0.22 4.43
H -4.37 1.28 -2.95
H 4.66 -3.52 -2.66
C -2.81 2.40 -3.94
O -1.90 3.51 1.93
H 0.44 2.00 0.75
H -4.12 -1.22 3.50
H 1.14 0.59 1.53
H 3.52 -3.13 3.71
H -0.66 1.86 4.26
H 0.06 -5.88 -1.90
H 2.91 -4.82 3.76
H -0.18 -2.83 -2.19
H -3.16 -0.45 2.27
C 3.13 -2.07 -3.05
C -0.06 -4.96 -2.49
C -0.20 0.04 -1.16
H -1.45 5.55 0.90
O -5.41 -1.35 1.15
C -0.62 0.14 0.30
H 4.73 -0.95 -2.72
H 2.53 1.65 -4.42
O -0.30 -1.29 5.36
O -1.33 6.25 1.56
H -0.34 0.99 -1.70
C -0.58 1.11 5.06
H 2.95 -0.94 -4.84
H 0.98 -4.06 2.42
C 3.31 -1.93 -4.55
H -3.60 -2.14 0.63
H -2.13 -3.91 -1.17
C 0.06 6.50 1.72
H -3.35 -0.57 -3.01
O 1.56 -2.08 2.50
H 4.89 1.17 1.83
O 3.74 1.85 -1.96
O 3.59 -0.20 2.67
H -3.84 3.96 1.38
H 1.71 5.99 2.99
C 1.92 1.68 -3.51
H 3.55 0.69 0.81
H 0.85 -0.24 -1.29
H -6.09 -1.51 1.81
H 0.84 -4.83 -3.09
H -5.33 1.74 -5.09
H -3.38 2.30 1.15
H 4.38 -1.97 -4.78
H 0.55 -1.35 5.81
C -3.69 1.21 -3.81
C 5.15 -0.73 0.90
H -0.87 -0.69 -1.62
O 0.38 1.53 6.02
C 0.69 5.66 2.80
H 1.81 0.65 -3.15
C 2.92 -3.88 3.20
H -2.09 5.30 -1.26
H -1.67 3.10 -0.56
H -3.80 -4.16 2.11
C 3.57 -3.38 -2.52
O -1.30 -3.77 -0.71
H -3.43 3.30 -4.04
H -5.11 0.01 -4.90
C 1.49 -3.38 3.11
O -2.42 5.06 -0.39
C -4.25 -2.12 1.51
H 1.92 2.76 -1.65
C -4.65 -3.54 1.83
H -1.94 -5.23 -2.88
H 2.07 -1.93 -2.82
O -2.84 0.06 -3.51
O 0.65 2.27 -3.81
O 3.82 -0.99 -2.39
H 0.79 -0.15 4.00
O 0.73 4.29 2.48
H -2.23 2.30 -4.86
H -2.63 -2.00 2.99
H -5.09 -4.00 0.93
H 0.77 -1.86 1.99
H 3.60 0.89 -1.96
H 0.59 6.37 0.76
H 3.37 -3.50 -1.45
C 4.27 0.31 1.55
C -3.01 3.33 1.06
O -0.58 -1.18 0.90
C -4.58 0.96 -5.03
O -1.14 -5.10 -3.40
H -0.36 1.24 2.09
H -1.69 0.40 0.30
C -2.59 3.65 -0.31
O 3.44 -4.15 1.92
H 3.14 -4.22 -3.06
H 0.19 1.72 -4.45
C -0.17 -3.76 -1.59
C -3.49 -1.43 2.63
H 0.20 7.56 1.98
H 1.12 1.92 5.54
H -3.33 3.29 -1.04
H 5.75 -0.24 0.12
H -1.56 1.05 5.54
H -1.03 -1.82 0.34
O 4.40 -1.82 0.37
H 2.95 3.45 -2.91
H -5.45 -3.60 2.58
H 2.81 -0.68 2.33
H -0.14 4.01 2.21
H 4.09 -1.56 -0.51
H 5.83 -1.12 1.66
C 2.62 2.51 -2.46
H 0.10 5.80 3.71
H 3.70 -3.31 1.50
H 2.76 -2.66 -5.13
C 0.20 1.02 1.18
```

---

3.
Below is C26H76Cu3N2O15P as an isolated structure at a distorted geometry, with properties calculated with ωB97M-V with the def2-TZVPD basis set.

charge	0
energy	-7537.1993	a.u.
LUMO	-0.009	hartree
max |F|	0.0283	Eh/bohr
HOMO-LUMO gap	8.635	eV
energy above the lowest of the compared OMol25 structures with the same formula, charge and spin	0.000	eV

Geometry as XYZ:
```
123
C26H76Cu3N2O15P (ωB97M-V with the def2-TZVPD basis set)
N -7.83 20.35 18.53
H -6.16 24.80 19.15
C -4.91 16.20 19.86
H -4.94 18.89 21.95
H -3.92 26.23 16.91
C 0.01 18.08 18.70
C -11.15 17.30 20.17
O -3.02 26.97 23.45
H -2.02 27.17 19.16
O -5.84 20.74 22.07
H -5.75 18.20 24.20
O -6.57 23.73 20.88
H -0.36 17.23 19.28
H -11.69 17.03 21.08
H 0.65 18.58 19.43
C -1.14 18.95 18.25
C -3.61 26.33 17.95
P -4.43 21.76 18.39
O -2.96 21.91 18.86
H -0.70 20.58 13.85
O -10.36 18.44 20.38
Cu -2.56 23.31 17.13
H -2.22 20.32 19.18
O -4.79 23.02 17.50
C 1.60 23.51 19.51
C -9.95 21.19 19.34
H -3.85 18.09 19.93
H -5.57 24.20 16.57
H 1.29 24.36 20.12
O -5.36 21.72 19.62
H -4.88 17.86 15.47
H -9.65 22.17 19.71
O -6.03 19.58 15.45
H -1.33 25.38 20.97
H -6.96 19.43 24.21
H -3.69 17.26 18.42
H -10.21 21.21 18.28
C -1.41 24.93 21.96
H -0.87 25.56 22.66
H -2.17 19.13 14.92
C -2.88 24.88 22.36
H -8.67 25.58 20.69
C -3.53 26.25 22.34
H -10.89 20.93 19.83
H -11.79 17.51 19.31
H -1.89 20.01 12.66
H -4.61 24.24 21.35
H -5.88 20.85 21.11
C -7.21 25.21 15.89
C -2.32 27.10 18.12
H -3.28 24.29 20.45
H -6.86 18.55 13.24
H -9.94 18.62 18.37
Cu -3.59 21.76 21.12
H -10.57 16.40 19.91
H -1.85 18.36 17.66
H -5.10 19.10 18.29
H -7.16 20.97 18.97
H -4.11 24.43 18.25
C -7.64 25.80 20.40
H -8.59 18.02 19.42
C -8.89 20.10 19.51
H -3.19 28.69 24.51
H -4.40 26.81 18.55
H -0.98 23.93 21.95
H -5.26 19.94 24.36
C -1.74 20.65 13.53
H -5.10 18.49 13.09
H -5.55 19.69 16.29
H -6.63 17.64 15.64
C -9.44 18.70 19.34
H -4.46 28.48 23.33
H 1.99 23.86 18.56
C -2.60 20.10 14.67
O -2.43 20.95 15.80
H -1.91 21.69 13.26
O -1.75 19.50 19.40
H -7.26 19.51 18.44
C -4.41 17.48 19.22
H -3.06 24.47 23.36
H -6.13 27.05 15.69
H -7.61 25.30 14.89
H -7.71 27.24 16.32
H -0.82 19.73 17.55
H -3.65 20.02 14.38
C -5.85 18.19 15.10
H 0.64 17.74 17.87
C -7.01 24.56 19.81
H -7.68 23.95 19.20
C -3.39 28.32 23.51
H -5.52 16.45 20.73
O -6.01 24.42 15.72
H -6.01 17.02 13.26
O -0.60 23.00 18.69
H 2.47 23.07 20.01
H -3.31 26.79 21.40
H -6.19 22.89 20.50
O -4.56 20.51 17.52
O -3.37 25.02 18.49
H -5.55 15.66 19.16
H -1.50 26.58 17.62
H -3.18 20.76 16.41
H -2.40 28.07 17.63
C 0.52 22.46 19.38
H -2.83 28.91 22.78
H 0.24 22.07 20.36
H -7.90 24.73 16.59
N -3.61 24.04 21.38
H -4.08 15.54 20.12
C -6.83 26.59 16.39
H -7.70 26.57 19.62
H -6.68 18.78 21.98
H -8.51 20.19 20.54
H 0.88 21.60 18.79
Cu -6.38 22.11 16.23
C -5.96 18.06 13.61
H -7.11 26.16 21.27
H -4.63 26.22 22.44
C -5.93 19.23 23.89
H -1.40 22.50 18.93
H -6.38 26.59 17.38
C -5.83 19.35 22.38
O -5.45 18.23 18.63
```

---

4.
Below is a 12-piece molecular cluster, C26H76O12 overall at a distorted geometry, with properties calculated with ωB97M-V with the def2-TZVPD basis set.

charge	0
energy	-1938.9412	a.u.
LUMO	0.019	hartree
structure (SMILES)	CC(C)O.CC(C)O.CCO.CCO.CCO.CCO.CCO.CCO.CCO.CCO.CCO.CCO
max |F|	0.0437	Eh/bohr
HOMO-LUMO gap	9.902	eV
energy above the lowest of the compared OMol25 structures with the same formula, charge and spin	1.849	eV

Geometry as XYZ:
```
114
C26H76O12 (ωB97M-V with the def2-TZVPD basis set)
C -4.45 3.61 2.48
H 4.09 -1.68 1.86
H 4.37 -2.28 3.51
H -1.56 4.55 -1.39
H 4.44 -4.43 -2.71
H -4.09 -0.94 1.68
O -1.43 -2.63 -4.45
H 6.28 1.69 2.92
O 3.14 -4.25 2.27
H -0.93 -0.46 -6.01
C -0.80 -4.62 0.57
H 2.79 1.48 3.16
H -2.15 2.82 4.07
H 2.44 0.74 -2.89
H -5.42 3.12 2.40
C -4.34 -2.09 -0.17
H 0.36 4.29 -0.01
C 4.38 2.23 2.00
C 2.52 -3.03 2.65
H 0.50 -0.21 1.04
H 1.61 3.30 -1.64
C -3.78 2.59 -2.86
O -1.41 2.38 4.48
H 2.21 2.01 1.52
H -4.03 3.92 0.39
O 0.89 3.84 -1.98
C -0.91 -0.37 -4.93
H 0.06 -4.63 -0.10
H -1.19 5.99 -0.53
O 4.35 -3.74 -0.23
H 5.01 -2.85 -2.59
H 0.81 0.91 4.31
H 3.84 -3.91 0.57
C 0.30 -1.46 -0.65
H -4.32 3.48 -3.17
O -3.83 3.19 3.66
H 3.37 -3.10 -3.27
H 0.08 1.23 -0.97
C -4.73 -1.03 0.81
O 2.77 1.79 -1.21
H -5.37 1.23 -3.30
H -0.33 0.14 5.48
C -1.28 1.17 3.80
H -3.34 2.48 1.09
H -0.88 5.82 -2.33
H 2.63 3.13 2.74
H 5.55 1.31 0.65
H 2.61 -4.14 -1.13
H -3.13 2.76 -2.00
H -5.78 -1.13 1.06
C 2.93 2.16 2.32
H 1.94 -3.13 3.57
H -0.04 -0.57 3.88
H -1.56 0.64 -1.07
H -2.18 2.91 -3.91
H -1.07 1.60 0.34
H 0.99 -0.84 -1.22
H -4.08 0.46 -2.34
H 4.91 1.89 4.08
C -0.29 -0.45 0.34
H 1.19 5.60 -0.89
O 4.63 1.50 0.83
H 5.10 0.46 3.06
C -1.62 -5.92 0.46
H 5.23 1.23 -1.86
O -3.16 -1.79 -0.91
C 3.41 -3.40 -1.19
H 4.58 1.78 -3.41
O -2.12 -6.08 -0.88
C 3.62 -1.92 2.81
H 1.73 -2.76 1.96
H -1.67 -1.03 -3.10
C 4.54 0.98 -2.67
H 3.30 1.76 -0.41
H 0.84 -2.24 -0.12
C 5.22 1.55 3.09
C -4.62 1.39 -2.53
C -0.83 5.36 -1.34
H 3.02 -2.40 -0.99
C -1.83 -1.26 -4.15
H -4.17 -3.04 0.35
H 3.50 -4.67 3.05
H -1.24 0.66 -4.76
C 4.08 -3.42 -2.50
H 4.87 0.15 -3.29
H 4.77 3.24 1.89
H -2.46 -5.88 1.16
C -3.54 3.54 1.28
H -2.91 -2.49 -1.52
H -5.17 -2.27 -0.85
H 3.14 -1.04 3.24
H -2.10 -1.22 0.31
H -0.49 -1.86 -1.30
H -4.63 4.68 2.48
C 0.50 4.76 -0.98
H 0.14 -0.51 -4.68
H -2.89 -1.17 -4.41
H -1.20 1.30 2.73
H -1.83 -3.16 -3.76
O -2.92 2.29 -3.91
H -2.62 4.11 1.39
O -1.41 -1.05 0.96
C -0.75 0.85 -0.37
H -1.43 -3.75 0.39
H -2.20 0.58 3.88
H -4.62 -0.06 0.32
H -5.19 1.52 -1.61
C 3.14 0.73 -2.05
C -0.13 0.37 4.43
H -0.48 -4.46 1.60
H -4.44 3.09 4.39
H -1.47 -6.53 -1.41
H -1.00 -6.80 0.64
H 3.11 -0.19 -1.48
```